[1]
Density functional theory data (ωB97M-V with the def2-TZVPD basis set) for C32H34Cl3CuNO2S as an isolated structure.

- ⟨S²⟩ = 0.7944
- relative energy (zero: lowest compared OMol25 entry of this formula, charge and spin) (kJ/mol) = 0.00
- HOMO-LUMO gap (alpha / beta) (eV) = 7.72 / 5.71
- E_HOMO (alpha / beta) (eV) = -7.242 / -7.229
- largest force on an atom (eV/A) = 1.42
- charge = 0
- multiplicity = 2

Atoms and positions in Å:
Cu  10.983783  10.713028  13.513145
Cl  9.844217  8.204097  12.155487
Cl  14.792311  10.094455  10.847724
Cl  13.240737  5.207878  9.313710
S  10.491900  13.076957  11.540485
O  12.049627  10.290726  11.910507
O  9.767992  12.079018  12.400590
N  10.970461  10.502130  15.446496
C  9.074598  12.255534  8.055448
C  5.880956  13.504759  12.677528
C  11.707235  8.281143  15.131736
C  11.287673  9.313331  16.027985
C  11.377147  12.896746  15.461055
C  10.775818  12.277441  9.911194
C  9.222724  14.331521  11.047198
C  10.600059  11.750195  16.137924
C  11.405713  8.053686  11.380776
C  6.941034  13.579475  11.770448
C  13.882920  7.693230  10.180145
C  9.105724  11.954087  15.905812
C  7.894728  11.768950  7.499706
C  6.023673  14.134093  13.898199
C  12.298010  9.144927  11.404948
C  7.696351  10.179629  9.303027
C  11.689934  6.858228  10.758328
C  7.190724  10.744632  8.122647
C  11.509565  7.362890  19.325805
C  12.397674  5.934644  14.563249
C  11.972884  6.726405  16.911475
C  9.541793  11.710549  9.254803
C  11.580907  7.701041  17.855432
C  11.227489  8.957110  17.413785
C  12.922411  6.685987  10.158462
C  12.059246  7.014494  15.545040
C  8.092934  14.315153  12.047310
C  8.857906  10.650876  9.848162
C  7.151879  14.892354  14.193881
C  13.551982  8.867183  10.782012
C  8.186881  14.949105  13.279076
C  10.862241  11.838446  17.657815
H  11.540320  11.515787  10.147388
H  10.913528  9.692366  18.114283
H  12.871820  6.310411  13.654122
H  12.344863  7.802998  19.867066
H  11.482888  6.281867  19.484293
H  12.451530  12.708040  15.528818
H  10.945791  6.046530  10.708327
H  11.093457  12.941104  14.401866
H  9.239135  10.197635  10.759882
H  11.214345  13.070163  9.302751
H  13.083862  5.182070  15.003723
H  5.218113  14.076621  14.609439
H  9.061427  15.538648  13.505395
H  6.894765  13.077814  10.823224
H  8.786991  12.969898  16.237677
H  8.862468  14.042191  10.035443
H  14.839367  7.530926  9.706594
H  9.729491  15.309289  10.977648
H  7.220009  15.391888  15.168459
H  7.140651  9.363824  9.770925
H  11.866214  11.544216  17.966158
H  10.110877  11.302941  18.238849
H  10.752097  12.873346  17.973324
H  11.141601  13.839496  15.947121
H  4.972469  12.951538  12.389742
H  12.262907  5.736748  17.251488
H  11.481812  5.409692  14.278820
H  11.838189  8.546937  14.079933
H  8.484038  11.243685  16.446182
H  8.848535  11.878335  14.838395
H  9.596712  13.042874  7.537280
H  6.250862  10.381885  7.705560
H  10.600159  7.731061  19.792387
H  7.540136  12.148163  6.556801

Force components x, y, z for each atom (eV/Å):
0.058 -0.318 0.076
0.085 0.046 0.084
-0.235 0.114 0.017
0.139 -0.265 -0.098
0.249 0.066 -0.390
-0.180 0.523 0.351
-0.272 0.020 0.130
0.227 -0.060 0.045
-0.483 -0.448 0.335
0.368 -0.302 -0.724
0.384 0.446 -0.311
-0.001 -0.431 -0.088
-0.019 -0.602 -0.247
-0.005 -0.167 0.061
-0.314 -0.149 -0.501
0.037 0.084 0.767
-0.238 0.037 0.066
0.021 0.252 0.155
-0.479 -0.943 -0.311
-0.720 0.842 -0.352
-0.047 -0.408 0.107
-0.383 0.291 0.155
0.444 -0.382 -0.262
-1.161 -0.223 -0.781
-0.163 -0.808 -0.295
0.111 -0.055 0.323
-0.151 -0.228 -0.109
0.512 -0.559 0.080
0.144 0.366 0.300
0.428 0.416 -0.040
-0.126 -0.507 -0.413
0.115 0.153 -0.680
-0.116 0.080 -0.023
-0.412 0.101 0.421
-0.237 -0.308 -0.071
0.597 0.057 0.591
-0.102 -0.337 0.392
0.248 0.762 0.436
0.128 0.459 -0.056
-0.116 0.325 0.044
-0.340 0.348 -0.061
-0.125 -0.058 0.383
-0.131 0.106 0.059
0.132 -0.118 0.059
0.297 0.098 -0.047
-0.052 0.091 -0.002
0.438 0.572 0.126
0.103 0.173 0.192
-0.014 0.261 -0.243
0.121 -0.009 -0.039
-0.389 0.423 -0.168
-0.152 0.018 0.229
0.230 0.076 0.072
-0.178 -0.259 -0.354
0.336 -0.589 -0.161
0.125 0.246 0.674
0.063 0.122 0.059
-0.111 -0.444 0.149
0.053 -0.162 -0.506
0.279 0.221 -0.047
-0.033 -0.135 -0.161
0.106 -0.072 -0.061
-0.030 0.232 -0.172
-0.043 0.105 -0.023
0.541 0.303 0.372
-0.095 0.036 0.061
0.069 0.006 -0.082
-0.157 -0.085 0.288
0.123 -0.233 0.110
0.169 0.045 0.235
0.254 0.178 0.072
0.291 0.073 0.034
-0.144 0.266 -0.087
-0.077 0.223 -0.144



[2]
Density functional theory data (ωB97M-V with the def2-TZVPD basis set) for C32H34ClN4O2PdSSi as an isolated structure.

- relative energy (zero: lowest compared OMol25 entry of this formula, charge and spin) (kJ/mol) = 0.00
- HOMO-LUMO gap (eV) = 7.12
- E_HOMO (eV) = -4.651
- largest force on an atom (eV/A) = 0.81
- charge = -1

Atoms and positions in Å:
Pd  1.083818  0.510895  -0.797351
Cl  7.463774  3.203246  1.290422
S  2.123556  3.273590  0.339582
Si  -0.217738  -1.829238  0.739705
O  0.317633  -1.396016  -0.698400
O  2.110258  2.752576  1.712214
N  -0.759282  1.023790  -2.375830
N  -2.621765  2.324262  -3.045360
N  -0.847256  3.241170  -1.843316
N  1.749839  2.413689  -0.803172
C  5.410258  1.477304  1.715867
C  1.056520  -1.898761  2.140279
C  4.786863  1.279331  -0.973660
C  4.025317  0.556205  -0.051789
C  -3.347532  1.185697  -3.577709
C  -1.803554  -5.662805  1.452907
C  -3.099835  1.153234  1.313072
C  -1.593053  -0.744909  1.465332
C  4.363027  0.672491  1.296721
C  -2.108768  4.713204  -3.282409
C  -3.162947  3.627652  -3.382736
C  -2.879856  -0.099326  -2.925259
C  3.032012  -1.918001  4.139053
C  2.904939  -0.302045  -0.499579
C  -0.953468  -3.570008  0.554091
C  1.282476  -0.779498  2.946521
C  -1.360256  -0.149124  -2.988087
C  -2.144860  -6.089162  0.176838
C  -1.213953  -4.418315  1.632958
C  -2.125095  -1.012852  2.730300
C  -1.393036  2.147963  -2.443132
C  -3.126907  -0.224551  3.275925
C  2.836796  -3.036251  3.340413
C  -1.298591  -4.023683  -0.720402
C  -1.400796  4.566750  -1.947998
C  6.136988  2.183110  0.773374
C  1.858285  -3.021881  2.354644
C  -1.888699  -5.266583  -0.911492
C  5.835349  2.091376  -0.575307
C  -2.101906  0.349352  0.772115
C  -3.617467  0.867093  2.566847
C  2.253993  -0.785655  3.938070
H  4.530620  1.219587  -2.025144
H  3.448823  -3.919199  3.484244
H  -1.744001  -1.848882  3.307888
H  -3.197050  -0.120953  -1.880300
H  -4.390925  1.492459  2.996756
H  6.412387  2.652587  -1.298273
H  -4.006284  3.866246  -2.719816
H  -1.040112  -0.236543  -4.036541
H  -1.084270  -3.386250  -1.570830
H  -1.702924  0.577728  -0.208913
H  -3.520636  -0.453822  4.259380
H  -3.563269  3.580156  -4.401636
H  3.797379  -1.924863  4.906328
H  5.653355  1.567057  2.766013
H  0.711128  0.126683  2.782515
H  1.714745  -3.904277  1.739069
H  3.083923  -0.679258  -1.511851
H  -3.205657  1.129909  -4.666647
H  -3.461614  2.009995  0.754208
H  -1.993314  -6.302237  2.307330
H  -0.972927  -1.018993  -2.456634
H  -4.416081  1.349629  -3.400114
H  -1.380001  4.599567  -4.088724
H  -0.941962  -4.106016  2.636192
H  -3.333213  -0.955000  -3.429556
H  2.416805  0.104146  4.533121
H  -2.111488  4.767656  -1.135017
H  -2.603477  -7.060266  0.031512
H  0.122138  3.118654  -1.560604
H  2.749425  -1.148456  0.166863
H  3.775846  0.133772  2.032671
H  -2.578457  5.693672  -3.377751
H  -2.145805  -5.596675  -1.911470
H  -0.588188  5.286873  -1.848535

Force components x, y, z for each atom (eV/Å):
-0.155 -0.061 -0.790
0.019 0.015 0.007
0.010 -0.054 0.419
-0.038 -0.225 0.133
-0.005 0.217 -0.009
-0.001 0.154 -0.051
0.043 -0.018 0.565
0.083 -0.015 -0.070
0.016 0.040 -0.103
0.037 -0.077 -0.274
0.007 -0.004 -0.030
0.036 -0.011 -0.076
-0.016 -0.007 0.022
0.094 0.033 -0.073
-0.042 -0.016 0.001
0.008 0.007 0.013
-0.001 0.020 -0.023
0.027 -0.052 0.001
-0.010 -0.073 0.047
-0.007 0.014 -0.008
-0.014 0.005 0.016
0.042 0.043 0.004
0.015 0.013 0.010
-0.059 -0.038 0.275
0.036 0.033 0.096
-0.002 0.013 -0.003
0.026 -0.036 -0.048
-0.006 -0.011 -0.011
-0.014 0.010 -0.007
-0.036 0.013 -0.019
-0.116 -0.045 -0.016
-0.022 0.025 -0.003
0.001 -0.028 0.009
0.014 -0.007 -0.005
-0.013 -0.003 0.026
-0.032 -0.025 -0.003
-0.026 -0.018 0.009
0.000 0.005 -0.007
0.017 0.021 0.026
-0.045 0.031 -0.055
0.032 -0.033 0.008
-0.008 -0.041 -0.017
-0.004 -0.003 -0.001
-0.002 0.003 -0.001
0.010 -0.001 0.006
-0.019 -0.007 0.016
-0.004 0.000 -0.002
0.003 0.002 0.000
0.000 0.001 -0.009
-0.002 0.022 -0.001
0.004 -0.002 -0.010
0.042 0.069 0.000
-0.003 0.006 0.001
0.006 -0.008 0.001
-0.002 0.002 -0.001
0.001 0.003 0.006
-0.026 0.022 -0.010
0.012 0.001 -0.005
-0.017 0.005 0.008
-0.013 -0.003 -0.003
-0.008 -0.017 0.009
0.001 0.001 -0.001
-0.009 0.018 -0.015
0.009 0.016 0.010
-0.001 0.006 -0.001
-0.002 -0.004 0.005
0.027 -0.010 -0.008
0.002 0.013 0.024
-0.008 0.007 0.004
0.000 0.002 -0.002
0.009 -0.006 0.025
0.037 0.013 0.035
0.056 0.048 -0.070
-0.002 0.000 0.003
0.000 0.001 0.000
0.008 -0.014 0.002